1.
Below is a molecular structure, C6H13N, with properties calculated with wB97M-V/def2-TZVPD.

Properties
**Total energy**: -290.9470 Eh
**Relative energy (zero: lowest compared OMol25 entry of this formula, charge and spin)**: 132.9 kcal/mol

XYZ file:
```
20
Properties=species:S:1:pos:R:3:forces:R:3
C -0.7347 0.2439 0.2344 0.314 0.785 -0.752
C -1.5191 0.7335 -0.8999 -1.336 -0.272 -0.195
C 0.3822 -0.6740 -0.1342 1.605 1.157 2.102
C -0.0979 1.4772 0.7821 -1.036 0.689 0.116
C 1.4900 0.0245 1.3912 0.440 -2.503 -1.321
C 0.2397 -2.1667 -0.0352 0.200 -0.069 0.221
N -1.0512 1.3958 -2.0205 0.467 0.028 -0.137
H -1.3863 -0.2221 0.9755 -0.005 0.048 -0.071
H -2.5802 0.5113 -0.9409 0.005 0.216 0.023
H 0.9673 -0.3434 -0.9928 -0.094 0.028 0.008
H -1.5696 1.2981 -2.8813 0.015 -0.083 0.235
H -0.0523 1.4357 -2.1669 -0.101 -0.022 0.043
H 0.5427 2.0693 0.1318 -0.160 -0.188 -0.066
H -0.6045 2.0558 1.5548 0.048 -0.105 -0.077
H -0.0770 -2.6436 -0.9688 0.014 0.155 0.034
H -0.4727 -2.4476 0.7456 0.028 0.057 -0.048
H 1.2076 -2.6070 0.2348 -0.099 0.007 -0.070
H 2.2920 -0.6402 1.0428 0.220 -0.135 0.432
H 2.0102 0.9372 1.6938 -0.489 0.162 -0.469
H 1.0138 -0.4376 2.2536 -0.035 0.044 -0.008
```
Forces are in eV/Å.

Results of the Löwdin charge analysis, in e, for atoms 1 through 4: number 1, C, carries -0.50; number 2, C, carries -0.14; number 3, C, carries -0.23; number 4, C, carries -0.02

2.
Below is C7H7N3O in the gas phase, with properties calculated with wB97M-V/def2-TZVPD.

Properties
**Total energy**: -510.2721 Eh
**Relative energy (zero: lowest compared OMol25 entry of this formula, charge and spin)**: 133.2 kcal/mol

XYZ file:
```
18
Properties=species:S:1:pos:R:3:forces:R:3
C 2.5433 -0.9993 -0.1127 2.291 -0.957 1.376
C -2.1839 -0.2215 0.5268 -2.301 2.635 0.642
C -2.2671 -1.3836 -0.2354 -0.051 0.292 0.541
C -0.8804 0.0751 0.7963 0.308 -0.982 -0.802
C -0.1045 1.3179 1.1930 -0.262 -0.593 -2.775
C 1.2625 0.8880 -0.8323 -2.389 3.228 0.473
C 1.4645 -0.5349 -0.8268 -5.895 -1.744 0.278
N 3.5053 -1.2383 0.4795 -0.602 -0.042 -0.391
N -1.0480 -1.7883 -0.4331 0.847 -2.154 -0.891
N -0.2727 -1.0182 0.2679 5.092 1.159 -1.488
O 1.1963 1.3724 0.5243 -0.095 -0.151 0.111
H -2.9856 0.4871 0.6731 -0.240 -0.197 0.408
H -3.1033 -1.9534 -0.5839 -0.282 0.063 -0.187
H -0.7191 2.1156 0.6837 0.516 -0.135 1.439
H 0.1019 1.3519 2.2522 -0.073 0.575 0.102
H 2.2212 1.2558 -1.2359 -0.621 0.771 -0.210
H 0.2315 1.2737 -1.4165 3.000 -1.228 1.075
H 1.0382 -1.0000 -1.7201 0.757 -0.541 0.299
```
Forces are in eV/Å.

Results of the Löwdin charge analysis, in e, for atoms 1 through 4: number 1, C, carries -0.19; number 2, C, carries -0.07; number 3, C, carries -0.16; number 4, C, carries -0.26

3.
Below is 3 unconnected molecules or ions with the total composition C25H40ClI2NO3P, with properties calculated with wB97M-V/def2-TZVPD.

Properties
**Total energy**: -2653.7763 Eh
**Net charge**: +1
**Relative energy (zero: lowest compared OMol25 entry of this formula, charge and spin)**: 4.5 kcal/mol

XYZ file:
```
73
Properties=species:S:1:pos:R:3:forces:R:3
C -2.3806 -0.4596 -6.5778 0.054 -0.097 0.192
C -2.9439 -0.0219 -5.2598 -0.179 0.253 0.414
C -3.6365 -0.9203 -4.4442 0.154 0.413 -0.098
C -4.1495 -0.5342 -3.2130 0.077 0.294 0.016
C -3.9867 0.7724 -2.7382 0.200 -0.373 -0.555
C -4.5182 1.2414 -1.3895 0.230 -0.068 -0.349
C -3.4169 1.4892 -0.3891 -0.119 0.270 -0.065
C -2.8785 2.7635 -0.2197 0.107 -0.171 0.146
C -3.2650 3.9923 -0.9930 0.015 0.203 -0.073
C -2.0608 4.6736 -1.7022 0.179 -0.283 0.371
C -0.8539 3.7830 -2.0048 -0.103 -0.023 -0.233
Cl -2.6600 5.4661 -3.1859 -0.107 0.063 -0.092
C -1.8950 2.9468 0.7468 -0.181 -0.220 -0.203
C -1.4108 1.8910 1.4838 -0.143 -0.350 0.218
P -0.0864 2.3592 2.6655 0.693 0.780 -0.551
O 0.5554 3.6061 2.1923 -0.206 0.013 0.032
C -1.9247 0.6128 1.2720 0.050 0.404 0.414
C -1.3418 -0.5106 2.0703 0.303 -0.363 -0.333
C -0.1600 -1.2936 1.4194 -0.116 -0.301 0.003
C -0.5148 -2.6205 0.7455 0.131 0.600 -0.046
I 1.0148 -0.1575 0.0166 -0.007 0.032 0.135
N -2.9329 0.4580 0.3778 0.134 0.141 -0.013
I -3.8387 -1.3967 0.2631 -0.053 -0.048 0.003
C -3.3339 1.6802 -3.5784 -0.083 -0.246 0.228
C -2.8172 1.2959 -4.8074 -0.141 -0.375 0.118
H -3.1456 -0.4748 -7.3497 -0.087 0.041 -0.107
H -1.5736 0.1905 -6.8955 0.064 0.142 -0.107
H -1.9799 -1.4651 -6.4879 0.036 -0.146 -0.080
H -3.7755 -1.9320 -4.7941 -0.052 -0.156 0.039
H -4.6988 -1.2625 -2.6407 -0.109 -0.083 0.147
H -5.0269 2.1780 -1.5676 -0.172 0.178 0.188
H -5.2633 0.5605 -0.9919 -0.045 -0.106 0.029
H -3.6611 4.7115 -0.2790 -0.148 0.082 0.066
H -4.0529 3.8327 -1.7143 -0.056 -0.173 -0.080
H -1.7216 5.4789 -1.0625 0.028 0.251 -0.064
H -0.4088 4.1045 -2.9390 0.175 0.048 -0.068
H -0.0982 3.8686 -1.2290 0.060 0.024 0.158
H -1.1036 2.7301 -2.1067 -0.128 -0.088 -0.094
H -1.4812 3.9334 0.8981 0.117 0.096 0.125
H 0.8048 1.2785 2.7263 -0.305 -0.230 0.287
H -0.7003 2.5125 3.9235 -0.107 -0.482 -0.022
H -0.9674 -0.0928 2.9977 0.033 0.140 0.169
H -2.0835 -1.2441 2.3745 -0.172 -0.010 -0.016
H 0.5107 -1.5278 2.2382 0.184 0.179 0.060
H -1.2476 -3.1455 1.3521 -0.080 -0.233 -0.006
H -0.8817 -2.4546 -0.2621 -0.288 -0.132 -0.069
H 0.3892 -3.2120 0.6515 0.085 -0.168 0.061
H -3.2411 2.7083 -3.2666 0.080 0.127 -0.109
H -2.3136 2.0285 -5.4207 0.050 0.077 -0.071
C 2.9932 -2.2357 6.0730 -0.150 0.006 0.090
C 2.2053 -1.8531 4.8315 0.391 0.108 0.094
C 3.1095 -1.4693 3.6722 -0.183 0.036 0.083
O 1.3022 -0.7756 5.1188 -0.227 -0.034 -0.193
H 3.6001 -1.3925 6.4134 0.056 -0.006 -0.061
H 2.3206 -2.5060 6.8869 -0.005 -0.030 -0.022
H 3.6566 -3.0780 5.8753 0.008 0.019 -0.016
H 1.5709 -2.6897 4.5328 -0.102 0.023 0.027
H 3.7188 -0.5988 3.9325 0.032 -0.041 0.044
H 2.4907 -1.1970 2.8196 0.143 0.011 -0.214
H 3.7739 -2.2806 3.3804 -0.006 -0.013 -0.048
H 1.8339 -0.0224 5.3981 0.029 -0.005 0.084
C 6.4128 -3.4220 1.0762 -0.104 -0.032 0.103
C 5.3628 -3.0515 0.0401 0.351 0.173 -0.001
C 5.9988 -2.6291 -1.2747 -0.130 0.020 -0.072
O 4.5177 -2.0104 0.5400 -0.184 -0.123 0.008
H 7.0529 -2.5627 1.2938 0.038 -0.003 -0.069
H 5.9407 -3.7253 2.0116 -0.012 -0.030 -0.026
H 7.0437 -4.2393 0.7262 0.014 0.011 -0.006
H 4.7051 -3.9046 -0.1319 -0.093 0.038 0.029
H 6.6268 -1.7463 -1.1273 0.059 -0.038 0.039
H 5.2321 -2.3689 -2.0052 -0.007 -0.037 0.005
H 6.6182 -3.4249 -1.6891 0.015 0.008 0.009
H 5.0706 -1.2382 0.7009 0.019 0.016 -0.007
```
Forces are in eV/Å.

Results of the Löwdin charge analysis, in e, for atoms 1 through 4: number 1, C, carries -0.04; number 2, C, carries -0.26; number 3, C, carries -0.03; number 4, C, carries -0.07